(1)
12
Properties=species:S:1:pos:R:3:forces:R:3 method="wB97M-V/def2-TZVPD" smiles=C#C[C@@H](O)CC#N homo_lumo_gap_ev=11.33 e_tot_ha=-323.4340 relative_energy_kcal_mol=53.8 spin_multiplicity=1
C -0.454 1.660 1.578 -0.04 -0.27 -0.41
C -0.499 0.932 0.620 0.03 0.33 0.39
C -0.561 0.001 -0.518 -0.01 -0.07 0.29
O -0.586 0.657 -1.772 -0.12 0.19 0.00
C 0.672 -0.913 -0.568 0.14 -0.09 0.00
C 0.982 -1.529 0.724 0.28 -0.53 0.95
N 1.247 -2.007 1.744 -0.32 0.49 -1.08
H -0.419 2.295 2.438 0.01 -0.12 -0.19
H -1.462 -0.619 -0.390 0.16 0.10 -0.05
H -0.957 1.538 -1.647 -0.02 -0.08 -0.06
H 0.504 -1.696 -1.314 0.03 0.11 0.09
H 1.533 -0.319 -0.894 -0.14 -0.06 0.08

***

(2)
54
Properties=species:S:1:pos:R:3:forces:R:3 method="wB97M-V/def2-TZVPD" homo_lumo_gap_ev=3.45 e_tot_ha=-2482.6792 total_charge=+1 spin_multiplicity=1
Ca 0.573 -0.374 -0.170 -2.05 -0.21 -1.09
P -1.318 -0.163 -2.282 -0.98 0.35 -0.38
C -0.822 1.500 -2.554 4.24 0.64 -1.43
C -0.307 2.341 -1.509 -0.39 -0.77 -0.47
N 0.248 1.918 -0.297 -0.80 0.18 -0.12
C 0.319 2.808 0.734 -0.23 1.22 -0.32
C -0.048 4.137 0.568 0.43 -0.60 1.35
C -0.488 4.599 -0.680 0.08 -0.41 -0.98
C -0.568 3.704 -1.717 0.45 1.49 0.24
C 0.785 2.321 2.108 -0.78 0.42 -0.19
P 1.751 0.770 2.104 0.40 0.79 1.00
H -0.877 3.973 -2.726 -0.16 0.15 0.41
H 0.000 4.804 1.436 -0.02 -0.22 -0.40
H -0.777 5.633 -0.832 0.07 -0.05 0.10
H 1.354 3.112 2.624 -0.12 -0.29 -0.24
H -0.098 2.145 2.752 0.23 -0.03 -0.36
H 1.633 0.724 -2.889 -2.50 0.29 0.83
H -0.427 1.761 -3.604 -1.24 0.05 1.43
H 3.426 -0.201 -0.795 -0.14 1.33 -1.36
O 2.271 0.014 -2.902 1.77 1.35 -0.37
H 2.828 0.636 -3.447 0.65 -1.63 0.29
H 2.658 -1.242 0.095 2.79 0.54 0.81
O 3.571 -0.681 0.028 -1.23 -3.02 -0.44
H 4.302 -1.325 -0.241 -0.67 0.34 0.65
C 3.416 1.497 2.009 0.74 0.16 -0.09
H 3.563 2.209 2.830 -0.08 -0.12 -0.15
H 4.200 0.732 2.098 -0.16 0.21 -0.04
H 3.549 2.051 1.070 0.00 -0.15 0.11
C 1.703 0.373 3.883 -0.08 -0.62 0.39
H 2.094 -0.642 4.043 -0.10 0.25 0.04
H 2.298 1.069 4.491 -0.20 -0.08 -0.33
H 0.668 0.387 4.249 0.24 -0.07 -0.15
C -3.005 0.515 -1.934 -0.38 -0.82 0.38
H -3.430 0.810 -2.909 0.00 -0.14 0.52
H -3.609 -0.222 -1.402 -0.49 0.19 -0.14
H -2.861 1.425 -1.326 -0.20 -0.61 -0.16
C -1.507 -0.824 -4.004 0.06 -0.26 0.29
H -1.758 -1.897 -3.945 0.05 0.45 -0.15
H -2.316 -0.279 -4.516 0.39 -0.19 0.14
H -0.562 -0.714 -4.561 -0.35 -0.05 0.22
C -0.687 -4.191 2.405 -0.20 -0.14 -0.03
Si -1.235 -3.198 0.906 -0.27 -0.64 0.04
C -1.530 -4.300 -0.599 0.03 -0.06 0.16
C -2.868 -2.319 1.285 0.15 0.05 0.07
O -0.006 -2.189 0.599 0.84 0.72 -0.15
H -1.322 -5.068 2.572 0.11 0.07 0.09
H -0.712 -3.570 3.310 -0.03 -0.09 -0.12
H 0.346 -4.532 2.267 -0.17 0.00 -0.01
H -2.205 -5.133 -0.359 0.10 0.13 -0.07
H -1.976 -3.739 -1.431 0.07 -0.04 0.16
H -0.584 -4.727 -0.953 -0.14 0.02 0.05
H -2.770 -1.641 2.143 -0.03 -0.10 -0.12
H -3.244 -1.734 0.434 0.11 -0.13 0.12
H -3.640 -3.060 1.541 0.18 0.15 -0.07